Entry from OMol25: C33H14BCo2F9O6 as an isolated structure in a non-equilibrium geometry (ωB97M-V with the def2-TZVPD basis set).

```
65
Properties=species:S:1:pos:R:3:forces:R:3
F -5.110 -4.481 -1.477 0.969 0.545 0.138
C -3.897 -3.842 -1.351 0.138 -0.161 -0.158
C -2.798 -4.548 -0.867 -0.304 0.284 -0.040
C -1.583 -3.872 -0.763 -0.089 0.071 -0.305
F -0.529 -4.650 -0.348 -0.821 0.718 -0.152
C -1.389 -2.529 -1.128 -0.278 -0.247 -0.109
B -0.005 -1.702 -1.038 0.198 0.107 0.362
C 1.252 -2.591 -0.576 0.072 -0.029 0.618
C 1.810 -2.506 0.699 0.203 -0.353 -0.463
F 1.199 -1.713 1.649 0.516 -0.547 -0.540
C 2.973 -3.183 1.075 0.010 0.155 0.217
C 3.595 -3.979 0.120 0.041 -0.032 -0.027
F 4.759 -4.634 0.456 -0.865 0.454 -0.224
C 3.079 -4.134 -1.165 0.023 0.128 0.345
C 1.916 -3.437 -1.464 0.219 -0.096 0.343
F 1.412 -3.623 -2.721 0.201 0.095 0.689
C 0.449 -1.053 -2.446 0.018 -0.185 -0.274
C 1.554 -0.207 -2.519 0.250 -0.416 -0.445
F 2.519 -0.271 -1.542 -1.049 0.648 -0.187
C 1.833 0.639 -3.585 0.267 -0.048 -0.406
C 1.096 0.455 -4.747 -0.292 0.013 -0.038
F 1.365 1.237 -5.848 -0.264 -0.546 0.841
C 0.123 -0.542 -4.832 0.221 0.232 -0.208
C -0.130 -1.301 -3.694 0.360 0.150 -0.308
F -0.910 -2.412 -3.892 0.148 1.064 0.334
H -0.196 -0.763 -0.196 0.106 -0.400 -0.610
C -2.533 -1.924 -1.658 0.138 -0.683 0.127
F -2.418 -0.651 -2.193 -0.157 -0.361 0.513
C -3.777 -2.522 -1.781 -0.238 -0.107 0.054
H -2.859 -5.597 -0.599 -0.079 0.164 -0.020
H 3.378 -3.069 2.082 -0.062 -0.107 -0.352
H 3.544 -4.763 -1.912 0.062 0.000 0.125
H 2.634 1.370 -3.505 -0.047 -0.241 -0.189
H -0.417 -0.752 -5.750 0.219 0.053 0.067
H -4.606 -1.982 -2.230 0.102 -0.191 0.108
O -2.324 2.315 -3.572 -0.100 0.486 4.123
C -2.275 2.413 -2.416 0.052 -0.713 -5.320
Co -2.026 2.492 -0.691 1.983 1.175 2.338
C -3.136 1.219 -0.193 -3.865 -2.669 1.193
O -3.866 0.396 0.147 2.165 1.906 -0.795
C -0.331 2.026 -0.911 4.968 -0.576 -1.307
O 0.796 1.845 -1.085 -3.622 0.551 0.829
C -2.080 3.249 1.179 -1.720 -0.395 2.369
C -0.954 2.698 1.810 -1.665 -3.320 -0.238
C -0.617 1.544 2.444 -0.563 0.608 0.796
C 0.276 1.619 3.589 0.952 -0.252 0.341
C 0.056 0.850 4.762 0.010 0.274 -0.474
C 0.921 0.952 5.849 -0.057 0.164 -0.401
C 2.031 1.809 5.780 -0.143 -0.111 -0.157
C 2.251 2.589 4.640 -0.028 -0.165 0.153
C 1.388 2.489 3.557 -0.259 0.170 0.064
Co -0.668 4.335 1.079 0.704 2.014 -3.162
C -0.946 5.199 -0.458 -0.292 3.017 -1.677
O -1.010 5.869 -1.398 0.007 -1.839 1.771
C 1.053 4.195 0.681 3.962 0.409 -0.779
O 2.165 4.256 0.383 -2.452 -0.351 0.657
C -0.622 5.699 2.278 0.070 2.501 1.527
O -0.470 6.635 2.934 -0.374 -2.267 -1.380
H -3.043 3.411 1.676 0.139 -0.544 -0.463
H -1.189 0.627 2.273 0.149 0.229 0.026
H -0.838 0.226 4.793 0.354 -0.021 0.103
H 0.732 0.361 6.744 0.087 0.158 -0.222
H 2.735 1.848 6.611 -0.228 0.060 -0.181
H 3.103 3.269 4.592 -0.243 -0.266 0.026
H 1.558 3.096 2.667 0.073 -0.366 0.412
```
Positions in Å, forces in eV/Å.

Calculated values
- largest force on an atom (eV/A) = 5.368
- HOMO (eV) = -7.765
- gap between HOMO and LUMO (eV) = 3.68
- net charge = 0
- ΔE to the lowest compared entry with this formula, charge and spin (kJ/mol) = 40.4